The following is a quantum chemistry calculation of C17H35N2O4ReS4SbSi as an isolated structure, from the Open Molecules 2025 dataset.

Cartesian coordinates (Å):
H 2.4641 1.9758 -3.5227
H 1.1223 -3.8492 2.4488
H -2.3131 -0.8735 -2.7695
H -0.2504 -2.9071 4.4055
H 1.1103 -2.3449 -2.3818
H 0.9668 5.3755 3.0914
H 0.7594 1.4428 -3.0787
H 0.0196 2.7239 0.5199
H 1.8949 -1.6935 3.6867
C -2.8166 0.8830 0.0883
S 4.8591 -0.1085 -3.8658
C 0.3275 -3.0968 -2.5027
H -3.7578 1.8411 1.7806
H -1.6629 -2.8479 3.3401
C -2.7615 1.5286 1.4663
C -1.0435 -2.5239 -2.1740
Re 2.0232 0.8875 -1.0598
Si -0.6434 -0.8416 0.0481
C 2.7240 4.1950 1.5102
C 3.1983 3.2542 0.6573
C -2.1260 -3.5786 -2.3265
S 7.6612 0.7027 -1.6668
C -1.3508 -1.3105 -3.0383
N 1.3547 4.0554 1.5329
H -0.3060 -3.7653 1.4030
C -3.7018 -0.3554 0.1067
C 0.1105 -1.9526 2.5051
H -0.5794 -0.5460 -2.9263
O 0.9206 -0.3865 -0.3731
H 4.2097 3.0231 0.3747
H -3.2968 1.4112 -1.9473
C 0.5554 -3.2090 1.7724
H 0.5496 -3.9369 -1.8442
C 1.8105 1.5463 -2.7698
O -1.0431 -2.1594 -0.7740
H -2.3643 0.8295 2.2021
S 4.1561 0.4554 -0.7450
O -1.4635 0.5214 -0.2936
H 3.2292 4.9384 2.1005
C 1.3098 -1.1314 2.9579
H -2.1277 2.4190 1.4379
C -3.2913 1.8744 -0.9603
N 2.1236 2.5455 0.1571
H -0.0622 5.6016 1.6641
H 1.9604 -0.8908 2.1156
H -2.6314 2.7433 -0.9897
H -0.3331 4.2225 2.7592
H -1.3839 -1.6007 -4.0888
Sb 7.1596 0.7771 -3.7899
C 0.4168 4.8659 2.3062
H -4.3015 2.2156 -0.7327
O -0.6925 -1.1206 1.6308
H 0.3536 -3.4504 -3.5341
H 1.1984 -2.9632 0.9240
H -1.9172 -4.4286 -1.6773
H -3.3512 -1.0780 0.8468
H -4.7246 -0.0799 0.3645
H -2.1719 -3.9305 -3.3574
H -3.0987 -3.1664 -2.0557
H -1.1236 -1.3836 4.1787
C 1.0280 3.0649 0.7043
C -0.7880 -2.2944 3.6815
H 0.9766 -0.2047 3.4286
H -3.7137 -0.8346 -0.8732
S 4.6394 -1.0758 -2.0790

Output
Spin multiplicity ... 1
Net charge ... +1
E_HOMO ... -11.0 eV
E_LUMO ... -3.88 eV
Molecular weight ... 795.80 g mol⁻¹
Kohn-Sham gap ... 7.08 eV

---

The following is a quantum chemistry calculation of C17H35O13Tl as an isolated structure, from the Open Molecules 2025 dataset.

Cartesian coordinates (Å):
H -3.7319 0.4716 -0.9836
H -4.1730 -0.0526 0.5823
C 6.3086 1.1081 3.4728
H 3.7335 -0.9586 -4.1315
O 0.6982 -0.7141 0.5092
O 1.8462 -3.5129 1.7567
H -0.7064 -1.0405 -2.1263
H -0.0603 -1.8053 2.9110
C 2.3097 3.0626 1.8834
O -5.6213 4.4706 -2.2207
C 1.1798 -0.8617 -3.7319
H 6.8427 1.3550 2.5561
H 1.9099 2.0623 1.6966
C 0.9125 -4.2560 2.0183
H -6.0788 1.1511 -0.4101
H 0.2791 3.6648 2.2033
C 1.2551 -7.2460 0.0331
C -0.2895 0.1314 0.6375
H 6.0363 0.0544 3.4672
H -3.0813 1.3905 0.2310
C 1.8123 -5.9876 0.6762
H 0.2953 1.3501 -2.0847
O 1.8446 -1.0126 -4.8534
H 2.5601 3.5286 0.9320
C 3.1833 -1.5446 -4.8668
H 3.2035 -2.6050 -4.6272
C -0.7462 1.2022 -2.3759
C -4.0130 0.8565 0.0098
H -0.6710 0.2962 -0.4238
H 1.1013 3.1920 3.6580
H -1.0289 1.9180 -3.1463
O 1.6683 -1.0754 -2.6263
H 3.5372 -1.3735 -5.8756
H 2.0997 -5.1807 -0.0039
H 2.1039 -7.7056 -0.4804
H 6.9569 1.3348 4.3103
H 0.0155 1.1245 0.9834
C -6.4391 5.6117 -2.5038
H -1.9322 -0.3494 -3.1804
C 1.2436 3.7346 2.7240
H -5.4635 2.2283 0.8436
H -5.9199 6.1353 -3.2977
C -5.9668 3.6781 -1.2357
O 4.0966 0.9747 1.7677
C -5.2140 1.7466 -0.1043
O -0.0243 -0.4244 -3.9624
H 0.5053 -7.0694 -0.7387
H 0.6276 -2.8089 4.2415
O 3.5092 2.9836 2.6669
O 0.7770 -5.4679 1.5264
H -1.4178 1.4972 -1.5627
H -7.3962 5.1977 -2.8405
O -0.1416 -3.9345 2.7259
H -6.6590 6.2490 -1.6477
Tl 3.4586 -1.7074 -0.0442
C -0.1426 -2.7313 3.4739
C 4.2332 1.8826 2.5669
H 0.8193 -7.9770 0.7089
O 5.1082 1.8801 3.5560
C -0.9011 -0.2438 -2.8451
H 1.3110 4.8028 2.9230
O -5.0284 2.7486 -1.0919
H -1.0983 -2.7116 3.9957
O -6.9321 3.7863 -0.5394
H 2.7157 -6.2250 1.2435
H -1.2204 -0.2793 1.0705

Output
Spin multiplicity ... 1
Net charge ... +2
E_HOMO ... -14.7 eV
E_LUMO ... -12.78 eV
Molecular weight ... 651.84 g mol⁻¹
Kohn-Sham gap ... 1.90 eV

---

The following is a quantum chemistry calculation of a 6-piece molecular cluster, C17H36Cl2N4O7 overall, from the Open Molecules 2025 dataset.

Cartesian coordinates (Å):
O -0.0066 -0.2454 2.3665
H -4.2693 5.7112 -0.6018
H -1.7288 4.1880 0.8717
H 2.0457 0.4617 -4.9879
H -2.2280 -2.8259 4.5165
O -0.9607 -4.0795 1.2728
Cl 4.4433 -5.6085 0.8733
H 2.0523 -2.2085 2.0366
C 4.0014 1.7467 -1.3137
H 0.3631 2.0257 -0.1751
H 0.6715 1.1191 -4.1632
C -1.5060 -2.6918 3.7063
H 0.6422 -6.0916 2.9872
H 1.8735 0.3455 -0.0585
H -2.2512 5.3737 2.0039
H -0.8957 -0.3244 -1.0494
H 3.4842 -5.4481 -1.2886
C 0.8304 -5.2605 2.2921
H -6.6732 5.1111 0.0967
C 1.7408 1.2672 -4.3229
Cl 4.4683 -2.2945 0.3139
O -2.2174 3.0834 -2.7233
H -2.0099 -1.0889 -1.9964
H -6.0759 3.4608 0.0832
O -4.1748 3.5224 1.7032
C -3.0361 0.3890 -0.7720
H 1.9344 2.2746 -4.6811
H 0.4782 -2.4208 1.3213
O 1.8422 0.2435 -2.1498
H -2.1114 -2.5293 2.8181
H 1.9186 -1.9616 0.3168
H 3.3393 2.1875 -0.5667
C 4.2771 -3.5290 -0.9992
C -2.4633 4.9837 1.0103
C 0.8562 -0.4319 1.5103
H -6.0241 4.2346 -1.4245
O -3.1663 1.7589 -1.1626
H 3.6289 -3.1280 -1.7762
N 3.3912 1.7898 -2.6182
H -2.8804 0.2091 0.2930
N -0.6826 -3.8830 3.5439
C -5.9362 4.4481 -0.3589
H 2.6082 -4.5250 -0.0746
H 5.2807 -3.6609 -1.3896
H -0.9865 -1.7618 3.9346
C -3.8755 4.4264 0.9348
H 0.0145 -3.9882 4.2603
H 4.9037 2.3533 -1.2240
C -2.2623 2.0366 -2.1401
C -1.8315 -0.0971 -1.5710
C 1.3940 -1.8311 1.2549
N 1.2752 0.5719 0.7272
C 0.8028 1.9533 0.8292
C 3.6019 -4.7705 -0.4419
H 1.7137 -4.7570 2.6845
H 1.6986 2.5712 0.8075
H 4.3189 0.7361 -1.0550
H -3.9519 -0.1547 -1.0102
C -0.4055 -4.3640 2.3175
N -4.6117 4.9440 -0.0579
H 3.7997 2.4310 -3.2752
O -1.5954 0.9545 -2.4639
C 2.3206 1.0628 -2.9416
H 1.0333 -5.8143 1.3798
H 0.0601 2.1357 1.5926
H -2.2906 5.6634 0.1743

Output
Spin multiplicity ... 1
E_HOMO ... -9.1 eV
E_LUMO ... 0.48 eV
Molecular weight ... 479.40 g mol⁻¹
Kohn-Sham gap ... 9.54 eV
SMILES string ... O=C1OCCO1.CNC(C)=O.CNC(C)=O.CNC(C)=O.CNC(C)=O.ClCCCl

---

The following is a quantum chemistry calculation of C17H36Cl3GeNO3PdSeSi as an isolated structure, from the Open Molecules 2025 dataset.

Cartesian coordinates (Å):
C -2.3461 2.8985 -0.5411
C 1.7299 0.9245 4.0790
Si 0.6967 -0.0592 -4.0446
H -0.9693 1.4653 4.4094
H -1.0949 -1.7459 -4.3069
H -1.3316 3.2605 -0.7190
C 3.6747 -0.2783 0.6229
H -3.9845 1.2474 0.8815
H 1.0330 -2.3556 2.1953
H -3.0041 3.2895 -1.3222
Cl 5.7125 0.1134 2.2711
H -1.3525 -4.9202 0.8643
H -1.9749 -0.2398 -1.8953
Pd 0.6836 0.0593 0.2045
H -0.0347 2.9734 4.4131
H -2.6860 -3.7697 0.6060
C -0.9587 -0.7154 -4.6506
Cl 5.6618 1.7994 -0.5256
N 2.5290 -0.3043 0.5677
H 0.7590 1.9938 -5.4095
C 0.7318 1.4648 3.0640
H -3.6700 -0.2509 -0.0166
Se 1.2777 -0.8062 -1.9887
H -1.0602 1.2301 -2.2321
H -0.1019 2.3079 -3.8916
H -1.2432 -3.6967 -0.4248
Cl 5.8863 -1.4985 -0.1753
H -4.4789 1.1142 -0.8170
C 5.0658 -0.2532 0.7043
H 2.5146 0.3699 3.5609
H -1.2793 -4.1001 3.3265
C 0.7556 1.7913 -4.3315
H -2.7885 1.1601 -2.6449
C -3.7074 0.8402 -0.0942
H -2.5733 -2.9318 2.9779
H 0.8111 2.6170 1.2471
C -2.0304 0.8495 -1.9199
C 1.4211 2.4648 2.1338
H -1.8006 -0.1225 -4.2875
C -2.3451 1.3744 -0.5379
H -1.0274 -2.3717 3.6451
O -1.3200 0.9591 0.3701
H 2.9916 -0.4794 -4.9042
C 0.5642 -3.0925 1.5421
H 0.8328 -4.0967 1.8843
H -2.6845 3.2812 0.4264
H 0.9484 -2.9539 0.5339
C -0.4183 2.1705 3.7813
H 1.2287 0.2499 4.7783
Ge -1.6465 -0.0724 1.9899
H 1.9893 -1.9321 -5.0323
O 0.2434 0.3314 2.3229
H -1.1147 2.5968 3.0529
C -1.5998 -3.8909 0.5887
H 1.5525 3.4284 2.6323
H -0.9829 -0.7099 -5.7476
C -0.9493 -2.8991 1.5449
C 1.9885 -0.8428 -5.1500
O -1.2623 -1.6025 1.0545
H 2.4015 2.1067 1.8241
H 2.1916 1.7416 4.6419
H 1.6684 2.2117 -3.8977
C -1.4912 -3.0915 2.9627
H 1.7680 -0.6027 -6.1968

Output
Spin multiplicity ... 2
Net charge ... -1
E_HOMO (alpha / beta) ... -4.4 / -5.3 eV
E_LUMO (alpha / beta) ... 1.98 / 1.87 eV
Expectation value of S² ... 0.76
Molecular weight ... 694.91 g mol⁻¹
Kohn-Sham gap (alpha / beta) ... 6.36 / 7.15 eV